{
  "formula": "C24H31NO4",
  "method": "ωB97M-V/def2-TZVPD",
  "species": ["C", "C", "C", "O", "C", "C", "C", "C", "C", "C", "H", "H", "C", "N", "C", "H", "H", "H", "C", "H", "C", "O", "H", "C", "O", "C", "C", "C", "C", "C", "C", "H", "H", "C", "H", "H", "C", "C", "O", "C", "H", "H", "H", "H", "H", "H", "H", "H", "H", "H", "H", "H", "H", "H", "H", "H", "H", "H", "H", "H"],
  "coordinates": [[0.117, 3.202, 5.506], [0.160, 2.090, 4.807], [-1.033, 1.391, 4.132], [-0.730, 0.620, 3.178], [-0.174, 1.318, 2.080], [-0.151, 0.286, 1.090], [0.183, 0.746, -0.065], [0.705, 2.040, -0.453], [0.494, 2.892, 0.639], [-0.048, 2.534, 1.841], [-0.156, 2.980, 2.629], [0.720, 3.862, 0.521], [1.075, 2.743, -1.765], [-0.169, 2.858, -2.723], [-0.698, 4.149, -2.203], [-0.203, 4.891, -1.934], [-1.594, 4.602, -2.916], [-1.455, 3.970, -1.195], [-1.020, 1.806, -3.102], [-2.048, 2.211, -3.410], [-0.339, 0.852, -3.905], [-0.090, 1.359, -4.991], [0.284, 2.274, -4.821], [-1.618, -0.298, -4.310], [-1.849, -0.955, -3.406], [-1.388, -1.668, -2.576], [-0.135, -2.030, -2.707], [0.533, -3.171, -1.981], [-0.200, -3.423, -0.574], [-1.456, -2.863, -0.412], [-1.950, -2.140, -1.365], [-2.857, -1.627, -1.075], [-1.902, -3.203, 0.464], [0.619, -4.165, 0.390], [1.355, -4.841, -0.117], [-0.139, -5.117, 0.691], [1.451, -3.384, 1.329], [1.887, -4.293, 2.371], [2.411, -5.438, 2.142], [2.562, -3.644, 3.607], [1.609, -3.292, 4.230], [2.750, -2.627, 3.399], [3.416, -4.009, 4.146], [1.917, -2.580, 1.012], [0.652, -2.944, 2.022], [1.452, -3.311, -2.221], [0.315, -1.835, -3.718], [-1.068, -0.735, -5.102], [-2.171, 0.248, -5.000], [0.391, 0.219, -3.346], [-1.355, 1.300, -2.098], [1.607, 1.763, -2.374], [1.675, 3.474, -1.913], [0.374, 0.067, -1.029], [-0.460, -0.718, 1.092], [-1.708, 0.630, 5.002], [-1.690, 2.233, 4.074], [1.048, 1.358, 4.959], [1.081, 3.507, 5.931], [-0.988, 3.838, 5.525]],
  "e_tot_ha": -1288.04084,
  "lumo_ev": 0.53,
  "homo_lumo_gap_ev": 8.1,
  "charge": 0,
  "max_force_ev_per_a": 18.5,
  "e_above_lowest_ev": 22.4902
}

=====

{
  "formula": "C4H9N",
  "method": "ωB97M-V/def2-TZVPD",
  "species": ["C", "C", "C", "C", "N", "H", "H", "H", "H", "H", "H", "H", "H", "H"],
  "coordinates": [[-0.702, -0.002, -0.971], [-0.134, -1.173, -0.348], [-0.133, -1.301, 1.137], [0.617, 2.039, -0.068], [0.719, 0.990, -0.816], [-0.927, -0.076, -2.031], [-1.530, 0.493, -0.465], [0.070, -2.047, -0.954], [1.204, 0.026, -0.509], [-0.346, 2.478, 0.175], [1.517, 2.561, 0.228], [0.685, -1.942, 1.473], [-1.063, -1.728, 1.532], [0.022, -0.318, 1.616]],
  "e_tot_ha": -212.39911,
  "lumo_ev": [0.38, 0.38],
  "homo_lumo_gap_ev": [7.1, 7.1],
  "charge": 0,
  "max_force_ev_per_a": 3.0,
  "e_above_lowest_ev": 4.1378
}

=====

{
  "formula": "C8H11N5",
  "method": "ωB97M-V/def2-TZVPD",
  "species": ["C", "C", "C", "C", "C", "C", "C", "C", "N", "N", "N", "N", "N", "H", "H", "H", "H", "H", "H", "H", "H", "H", "H", "H"],
  "coordinates": [[-2.515, -0.961, -0.691], [-3.526, -0.104, -0.331], [-1.283, -0.435, -0.388], [-1.575, 0.881, 0.287], [0.354, 2.244, 0.857], [1.411, 2.041, 0.112], [2.086, -1.154, 0.586], [-0.039, -1.172, -0.481], [-0.950, 1.937, 0.641], [-2.969, 1.010, 0.192], [1.047, -0.502, 0.256], [2.368, 2.022, -0.718], [2.388, -2.433, 0.497], [-2.770, -1.764, -1.263], [-4.523, -0.315, -0.598], [0.483, 2.771, 1.787], [2.814, -0.599, 1.203], [-0.341, -2.034, 0.097], [0.247, -1.734, -1.359], [-3.641, 1.846, 0.543], [3.154, 1.398, -0.533], [2.506, 2.879, -1.384], [3.285, -2.828, 0.889], [1.990, -2.992, -0.203]],
  "e_tot_ha": -584.46449,
  "lumo_ev": -9.68,
  "homo_lumo_gap_ev": 6.6,
  "charge": 2,
  "max_force_ev_per_a": 5.3,
  "e_above_lowest_ev": 3.5397
}